No. 1
C20H14ClNPbS5 | ωB97M-V with the def2-TZVPD basis set

XYZ file:
```
42
Properties=species:S:1:pos:R:3:lowdin_charge:R:1
Pb 1.93496 0.45243 1.97379 0.8628
S 1.43216 0.23008 4.62411 -0.2225
S 3.41368 0.53292 5.19022 -0.2977
S 4.37365 -1.28635 5.17961 -0.3718
S 4.77637 -1.84714 3.24769 -0.4036
S -0.19399 -1.10518 -2.58291 1.0737
C 0.83377 0.16198 -3.15969 -0.4755
C 1.00147 0.65364 -4.44974 -0.1101
C 1.89602 1.69119 -4.64789 -0.1208
C 2.61553 2.22996 -3.57607 -0.1061
C 2.45175 1.74201 -2.29380 -0.0113
C 1.55094 0.69909 -2.07937 -0.3131
N 1.28551 0.12533 -0.85607 0.0539
C 0.39901 -0.80676 -0.93751 -0.5030
C -0.11242 -1.56994 0.20590 -0.2702
C -1.13603 -2.49754 -0.01328 -0.0912
C -1.65932 -3.21879 1.04225 -0.1117
C -1.14149 -3.01261 2.31550 -0.0987
C -0.12831 -2.08557 2.52193 -0.1464
C 0.41605 -1.32040 1.48592 -0.2515
H 0.44369 0.23716 -5.27930 0.0968
H 2.03918 2.08958 -5.64505 0.0879
H 3.31186 3.03994 -3.75507 0.0912
H 3.00231 2.14004 -1.45133 0.1140
H -1.54973 -2.63900 -1.00688 0.0729
H -2.46684 -3.92213 0.87566 0.0891
H -1.53515 -3.57558 3.15625 0.0907
H 0.25611 -1.94987 3.52704 0.0337
Cl -4.77470 -0.60478 -1.07460 0.5558
C -3.40200 0.20614 -0.32778 -0.6968
C -3.21292 0.12163 1.04647 -0.1350
C -2.12767 0.74380 1.62520 -0.0567
C -1.17690 1.47165 0.86894 -0.3520
C -0.00618 2.04167 1.47588 -0.2725
C -1.42215 1.53626 -0.51935 -0.0842
C -2.51081 0.91504 -1.11084 -0.1614
H -3.90345 -0.45194 1.65197 0.0966
H -1.96731 0.64207 2.69265 0.1150
H -0.12886 2.34605 2.51447 0.0163
H 0.50189 2.79540 0.87550 0.0180
H -0.72179 2.07790 -1.14776 0.1049
H -2.65788 0.97062 -2.18270 0.0906
```

- E (eV) = -94406.299
- total charge = -2
- max |F| (eV/A) = 0.31



No. 2
HNO2S | ωB97M-V with the def2-TZVPD basis set

XYZ file:
```
5
Properties=species:S:1:pos:R:3:lowdin_charge:R:1
N -0.23523 0.40993 0.49802 -0.3537
O 0.78333 -1.20986 -1.54956 -0.5679
O -0.67932 1.04546 1.53686 -0.1273
S 0.71019 -1.21715 -0.11736 0.9321
H -0.57897 0.97162 -0.36796 0.1168
```

- energy relative to the best compared isomer or geometry (same formula, charge and spin) (eV) = 2.524
- E (eV) = -16432.076
- max |F| (eV/A) = 3.70



No. 3
C38H33Cl3N6O4S3Tc | ωB97M-V with the def2-TZVPD basis set

XYZ file:
```
88
Properties=species:S:1:pos:R:3:mulliken_spin:R:1
Tc 0.42225 0.01361 0.30372 2.5268
Cl -5.81494 1.17849 3.40476 0.0036
C -4.20239 0.76173 3.01634 0.0191
C -3.80571 0.66999 1.67917 -0.0104
C -2.50944 0.29158 1.39972 0.0116
Cl -1.90086 0.16937 -0.20775 -0.0106
C -1.56998 -0.03574 2.40125 0.0543
O -0.36901 -0.43780 2.10962 0.0455
C -2.00801 0.08970 3.74207 0.0116
Cl -0.87403 -0.26300 4.98257 0.0024
C -3.29510 0.49171 4.03872 -0.0083
H -4.49462 0.89752 0.88041 0.0003
H -3.60019 0.59541 5.06680 0.0000
C 3.64947 2.05477 -3.24905 -0.0003
C 2.93434 0.79501 -3.51393 0.0032
N 3.18511 -0.04599 -4.46192 -0.0011
N 2.29125 -1.04227 -4.35555 0.0016
C 1.44370 -0.84144 -3.32715 -0.0119
S 0.14826 -1.73371 -2.79998 0.0738
N 1.86542 0.33440 -2.76638 0.0215
N 1.25710 0.94039 -1.67503 -0.0529
H 4.27435 2.27426 -4.11106 0.0001
H 4.29029 1.96427 -2.37083 0.0001
H 2.95653 2.88112 -3.08592 0.0002
H 2.29221 -1.80359 -5.01817 -0.0003
H 1.85037 1.73350 -1.38222 0.0194
H 0.37931 1.41264 -1.96511 0.0061
O 1.63215 3.52073 -0.62086 0.0079
S 0.36025 3.20234 -0.00945 -0.0235
O -0.62044 2.66465 -0.92691 0.0026
N 0.63659 1.90891 0.99136 0.0309
C 1.52899 1.97445 2.02673 0.0032
C 1.67194 2.99599 2.95544 0.0586
C 2.60631 2.87284 3.99044 -0.0219
C 3.44574 1.78960 4.09198 0.0644
C 3.38862 0.76413 3.12711 -0.0240
C 4.26387 -0.34018 3.08378 0.0387
C 4.14170 -1.24875 2.05993 -0.0202
C 3.11185 -1.10178 1.12959 0.0490
N 2.24306 -0.10487 1.17072 -0.0186
C 2.39801 0.84896 2.12087 0.0543
C -0.34476 4.52645 0.92307 0.0169
C -1.36035 4.16995 1.79221 0.0021
C -1.98234 5.16190 2.53030 -0.0011
C -1.59386 6.48564 2.36714 0.0013
C -0.59083 6.82408 1.47032 -0.0001
C 0.05195 5.83547 0.73954 -0.0008
H 1.04073 3.87097 2.90654 0.0029
H 2.65577 3.65311 4.73429 -0.0001
H 4.16171 1.70294 4.89404 0.0004
H 5.02187 -0.44680 3.84389 0.0004
H 4.82177 -2.08096 1.97893 0.0012
H 2.98345 -1.81539 0.32825 -0.0057
H -1.63199 3.12879 1.88769 -0.0056
H -2.77034 4.90427 3.22019 -0.0001
H -2.08593 7.26282 2.93254 0.0000
H -0.30644 7.85339 1.32734 0.0001
H 0.84547 6.06336 0.04704 0.0000
O 0.42333 -2.13852 0.19403 0.0493
S 0.17227 -2.95908 1.45662 0.0267
C 1.16700 -4.49153 1.19620 0.0047
C 0.77976 -5.36703 0.04955 0.0039
C 0.65004 -6.74080 0.23744 -0.0007
C 0.32577 -7.56254 -0.82592 0.0000
C 0.09369 -7.02844 -2.08356 0.0005
C 0.20969 -5.65984 -2.27355 0.0001
C 0.55973 -4.83880 -1.21783 0.0058
C -1.52238 -3.64115 1.21570 0.0031
C -1.81602 -4.56932 2.34749 0.0055
C -2.10940 -5.90909 2.12303 0.0008
C -2.42208 -6.73661 3.18757 -0.0003
C -2.42449 -6.24155 4.48211 0.0008
C -2.11433 -4.90919 4.71252 -0.0001
C -1.81056 -4.07727 3.65113 -0.0006
H 1.07260 -5.02660 2.14030 -0.0007
H 2.18983 -4.12531 1.10509 0.0009
H 0.82362 -7.17405 1.20999 -0.0001
H 0.25471 -8.62609 -0.66677 0.0000
H -0.18821 -7.66853 -2.90546 0.0000
H 0.02240 -5.22617 -3.24317 -0.0013
H 0.63669 -3.77409 -1.38001 -0.0105
H -1.57268 -4.12171 0.24004 -0.0071
H -2.17096 -2.76259 1.23423 0.0012
H -2.12127 -6.29347 1.11452 0.0001
H -2.66963 -7.76978 3.00754 0.0000
H -2.67229 -6.89152 5.30712 0.0000
H -2.11345 -4.51701 5.71734 0.0000
H -1.58416 -3.03352 3.81824 -0.0003
```

- energy relative to the best compared isomer or geometry (same formula, charge and spin) (eV) = 1.477
- E (eV) = -129329.676
- spin multiplicity = 4
- total charge = +2
- max |F| (eV/A) = 2.51



No. 4
C7H6F3N5OS | ωB97M-V with the def2-TZVPD basis set

XYZ file:
```
23
Properties=species:S:1:pos:R:3:lowdin_charge:R:1
C -2.27574 -2.57516 1.90301 -0.0384
N -1.03041 -2.76885 1.09674 -0.2356
N -0.32326 -3.99119 0.95832 0.0576
C -0.39906 -1.52433 0.78495 -0.5541
N -1.11307 -0.50354 0.38065 0.1025
N -0.41975 0.54245 -0.05245 -0.0132
C -0.85156 1.80611 -0.44665 -0.4314
O -2.03456 2.14361 -0.54042 0.0587
C 0.05843 2.67747 -1.04476 0.0791
C 1.42821 2.34585 -1.11212 -0.0953
C 2.39772 3.33395 -1.80258 -0.4088
F 2.48702 3.07280 -3.18232 0.0900
F 3.69070 3.25681 -1.23816 0.0813
F 1.92593 4.63002 -1.63760 0.0985
N 1.90038 1.08420 -0.66467 0.1069
C 1.02489 0.26661 -0.13852 -0.4651
S 1.35116 -1.34139 0.60877 1.0832
H -2.34192 -3.57215 2.47035 0.1121
H -3.04787 -2.37132 1.24703 0.0461
H -2.30573 -1.82260 2.67651 0.0753
H -0.32561 -4.39210 0.01204 0.1020
H 0.60299 -3.81206 1.22261 0.0224
H -0.39891 3.51482 -1.50071 0.1260
```

- E (eV) = -35839.076
- SMILES string = CN(N)c1nn2c(=O)cc(C(F)(F)F)nc2s1
- max |F| (eV/A) = 5.49



No. 5
C2H7N | ωB97M-V with the def2-TZVPD basis set

XYZ file:
```
10
Properties=species:S:1:pos:R:3:lowdin_charge:R:1
C -0.94228 1.58907 -1.36508 -0.0758
C -0.56586 0.48889 -0.68994 -0.0895
H -1.18543 1.46966 -2.41312 0.0412
H -1.10248 2.48613 -0.78601 0.0444
H -0.67412 -0.52714 -1.03069 0.0437
H -0.09215 0.76550 0.24645 0.0322
N 1.26797 -1.63707 1.70038 0.0145
H 1.30596 -2.60620 1.40041 0.0059
H 1.49090 -0.99478 0.96487 -0.0156
H 0.42478 -1.52751 2.23037 -0.0012
```

- energy relative to the best compared isomer or geometry (same formula, charge and spin) (eV) = 1.203
- E (eV) = -3676.280
- SMILES string = C=C.N
- max |F| (eV/A) = 1.99



No. 6
C40H69BBrN2O22 | ωB97M-V with the def2-TZVPD basis set

XYZ file:
```
135
Properties=species:S:1:pos:R:3:lowdin_charge:R:1
C 0.80174 -1.56879 6.00843 0.0699
C 0.49937 -1.47274 4.82306 -0.1237
C 0.08072 -1.54486 3.32183 -0.1932
C 0.77581 -0.35287 2.51836 -0.1436
C 0.33800 -0.53272 0.99283 -0.1626
O -0.93682 0.11021 0.73694 -0.0498
C -1.96688 -0.80979 0.55615 -0.4081
O -1.90672 -1.66957 -0.30603 0.1113
C -3.26934 -0.72019 1.44262 -0.0208
C -3.87235 0.64379 1.75105 0.1095
C -5.15062 0.80345 2.56628 -0.0876
C -5.64534 2.27980 2.79668 -0.0879
C -4.34513 3.12319 3.23713 -0.1597
C -3.60616 2.79445 4.37312 0.0127
N -5.76451 -0.37223 3.03184 0.1720
B -7.07245 -0.31205 3.81803 -0.5141
N -7.12164 0.21631 5.21551 0.1833
O -8.27229 -0.73842 3.19115 0.1640
C -5.24324 -1.68092 2.82244 -0.2080
O -5.88642 -2.80752 3.35126 -0.0965
C -5.32990 -3.12866 4.69709 -0.1730
C -4.69244 -4.57861 4.78324 -0.0759
C -3.99258 -1.91410 2.03426 -0.3826
Br -3.27592 -3.71130 1.70675 0.9139
H 1.17707 -1.89171 7.01525 0.0635
H 0.44419 -2.54161 2.90232 0.1297
H -1.04731 -1.54069 3.23510 0.0952
H 1.89728 -0.42809 2.64818 0.1322
H 0.37275 0.63152 2.92701 0.1305
H 1.12370 -0.00662 0.36415 0.1321
H 0.38644 -1.62998 0.72896 0.1412
H -3.34031 1.54007 1.31551 0.1382
H -6.38631 2.42490 3.62914 0.1089
H -5.96728 2.72354 1.80355 0.1399
H -3.99882 4.03673 2.67641 0.1128
H -3.01158 3.59305 4.92292 0.0856
H -3.59587 1.75097 4.80699 0.0692
H -7.21274 1.24843 5.17065 0.0918
H -6.20333 0.03880 5.65946 0.0721
H -8.05540 -1.54739 2.67796 0.1190
H -6.21976 -3.02750 5.40856 0.1412
H -4.60569 -2.29420 4.98304 0.1270
H -4.98578 -5.00631 5.80144 0.1026
H -5.04076 -5.28604 3.97693 0.0892
H -3.56739 -4.44889 4.81179 0.0693
C 3.90707 3.47434 -4.48596 -0.0616
C 4.06165 3.29080 -2.98795 -0.1965
O 2.79651 3.40180 -2.31726 0.0429
C 2.00849 2.32549 -2.40950 -0.5817
O 2.27435 1.30120 -2.98718 0.1081
O 0.85720 2.59221 -1.77005 0.0111
C -0.11479 1.55401 -1.87810 -0.0447
H 3.39076 4.41156 -4.70733 0.0846
H 4.88081 3.47971 -4.97744 0.0769
H 3.30757 2.67208 -4.92167 0.0769
H 4.69630 4.08437 -2.58824 0.1248
H 4.54396 2.34052 -2.74609 0.1255
H 0.29611 0.59379 -1.56512 0.0768
H -0.48924 1.49690 -2.90165 0.1066
H -0.94534 1.80344 -1.21824 0.0857
C -6.76875 -1.28903 9.80944 -0.0575
C -6.59687 -0.24133 8.72702 -0.2162
O -5.26359 0.29056 8.72666 0.0363
C -4.32942 -0.48933 8.16733 -0.5969
O -4.51335 -1.57328 7.66341 0.0989
O -3.14727 0.13257 8.28181 0.0067
C -2.03866 -0.63608 7.80893 -0.0502
H -6.47053 -0.88851 10.78080 0.0877
H -7.80683 -1.62056 9.86420 0.0855
H -6.13933 -2.16082 9.61857 0.0755
H -7.26621 0.59791 8.92589 0.1279
H -6.85649 -0.63363 7.73998 0.0946
H -2.20336 -0.98103 6.78698 0.0786
H -1.85714 -1.48056 8.47563 0.1051
H -1.15917 0.00746 7.81567 0.0912
C 0.89578 -9.03557 6.95866 -0.0644
C -0.13985 -8.07264 7.50582 -0.2105
O -0.40788 -7.01441 6.57387 0.0322
C -1.20173 -7.33926 5.54632 -0.5905
O -1.70624 -8.41447 5.34773 0.1321
O -1.32117 -6.25757 4.75511 -0.0069
C -2.06936 -6.49510 3.56518 -0.0778
H 1.79709 -8.49756 6.65566 0.0829
H 1.16181 -9.78268 7.70797 0.0833
H 0.52306 -9.55477 6.07323 0.0760
H 0.24764 -7.59952 8.41022 0.1231
H -1.06374 -8.58658 7.78178 0.1254
H -3.04601 -6.92703 3.79072 0.0948
H -1.50788 -7.14576 2.89259 0.1076
H -2.22306 -5.53274 3.07318 -0.0209
C 2.34704 -1.09848 -4.83735 -0.0641
C 2.85371 -1.25546 -6.25654 -0.2072
O 4.02734 -2.08469 -6.30263 -0.0169
C 3.80322 -3.40484 -6.20180 -0.5814
O 2.72822 -3.93690 -6.09017 0.1283
O 4.99042 -4.02842 -6.22223 0.0067
C 4.90571 -5.44010 -6.02637 -0.0425
H 3.14503 -0.74087 -4.18456 0.0762
H 1.51560 -0.39402 -4.80163 0.0739
H 2.00650 -2.05303 -4.42897 0.0774
H 3.14721 -0.27817 -6.64215 0.1078
H 2.08016 -1.64589 -6.92263 0.1336
H 4.21063 -5.89627 -6.73285 0.0975
H 4.60854 -5.65789 -4.99932 0.0986
H 5.89675 -5.85988 -6.19880 0.0951
C 5.28787 4.42204 -10.47782 -0.0620
C 6.43944 4.01656 -9.57837 -0.2158
O 6.01072 3.08524 -8.57567 0.0149
C 5.84654 1.81965 -8.99486 -0.5917
O 6.03482 1.41128 -10.11224 0.1288
O 5.41169 1.09230 -7.95474 0.0027
C 5.10128 -0.26636 -8.28088 -0.0371
H 4.44931 4.79328 -9.88336 0.0786
H 5.59989 5.19891 -11.17776 0.0823
H 4.91748 3.57051 -11.05240 0.0763
H 6.81137 4.89586 -9.04778 0.1135
H 7.27561 3.60862 -10.15128 0.1266
H 5.94100 -0.75707 -8.77591 0.1073
H 4.20872 -0.30537 -8.90900 0.1104
H 4.89432 -0.79339 -7.34629 0.0616
C 3.09659 10.24788 -5.16233 -0.0683
C 3.60140 10.05664 -6.57949 -0.2133
O 4.76214 9.21584 -6.60694 0.0352
C 4.52686 7.90332 -6.47641 -0.5904
O 3.44594 7.38240 -6.35097 0.1186
O 5.70808 7.26721 -6.48512 0.0091
C 5.60704 5.86200 -6.25788 -0.0538
H 3.89910 10.60967 -4.51523 0.0823
H 2.27137 10.96163 -5.13962 0.0800
H 2.74679 9.30456 -4.73747 0.0731
H 3.90691 11.02176 -6.98835 0.1235
H 2.82273 9.66072 -7.23596 0.1242
H 4.90562 5.39720 -6.95311 0.0948
H 5.30991 5.67143 -5.22666 0.0770
H 6.59250 5.42486 -6.42208 0.0990
```

- E (eV) = -161333.419
- total charge = +1
- max |F| (eV/A) = 3.91



No. 7
H16O8 | ωB97M-V with the def2-TZVPD basis set

XYZ file:
```
24
Properties=species:S:1:pos:R:3:lowdin_charge:R:1
O -0.12703 3.80041 0.26075 -0.0229
H -0.56273 4.51521 -0.20342 0.0728
H 0.80317 3.92289 0.07112 0.0696
O -1.19937 -1.66746 1.72122 -0.0567
H -0.57661 -2.35668 1.49019 0.0103
H -0.83088 -0.87222 1.33645 -0.0189
O -1.70295 -0.75244 -2.45187 -0.0567
H -1.30155 -1.52805 -2.06004 -0.0295
H -2.64041 -0.94565 -2.46021 0.0383
O -0.65088 -3.23226 -1.60668 -0.0421
H 0.08344 -2.68939 -1.31978 -0.0056
H -0.65515 -3.97118 -0.99823 0.0545
O -1.54646 3.79643 2.45462 -0.0659
H -1.21014 4.57525 2.89798 0.0247
H -1.00580 3.71529 1.66891 -0.0543
O 2.04247 -1.13968 1.67270 -0.0552
H 1.66185 -0.38115 1.22998 -0.0152
H 2.12370 -1.80220 0.98662 -0.0016
O 1.89030 -1.59084 -1.37809 -0.0272
H 2.63630 -2.15782 -1.18252 0.0585
H 2.12544 -1.15970 -2.19971 0.0646
O 0.20995 0.39108 0.32398 -0.0319
H 0.19581 1.34764 0.35586 0.0464
H 0.23750 0.18246 -0.60980 0.0437
```

- energy relative to the best compared isomer or geometry (same formula, charge and spin) (eV) = 2.277
- E (eV) = -16639.733
- SMILES string = O.O.O.O.O.O.O.O
- max |F| (eV/A) = 0.96



No. 8
C5H15NS | ωB97M-V with the def2-TZVPD basis set

XYZ file:
```
22
Properties=species:S:1:pos:R:3:lowdin_charge:R:1
C 0.39223 1.44534 -1.97185 -0.1259
C 0.63794 1.84190 -0.48544 -0.3240
C -0.63525 2.35489 0.24316 -0.5805
S -1.76838 0.96751 0.73307 0.5524
H -0.52835 0.92420 -2.12597 0.0461
H 1.19896 0.93443 -2.47700 0.0539
H 0.25994 2.37760 -2.58823 0.0819
H 1.08413 1.03734 0.07425 0.0613
H 1.32592 2.73120 -0.48842 0.1087
H -1.19324 3.01717 -0.48757 0.0723
H -0.43845 2.93062 1.14573 0.0422
H -0.81056 -0.11180 0.35059 -0.1108
C 1.01812 -1.85313 0.11911 -0.1039
N -0.41954 -1.58522 0.40722 -0.2651
C -0.77141 -2.18974 1.69813 -0.1129
H 1.31617 -1.44815 -0.82896 0.0655
H 1.57730 -1.44261 0.95106 0.0802
H 1.18690 -2.97447 0.11627 0.0944
H -0.95900 -2.08300 -0.32103 0.1306
H -0.26834 -3.13399 1.67386 0.0660
H -1.84222 -2.22504 1.81582 0.0831
H -0.36285 -1.51504 2.44617 0.0843
```

- energy relative to the best compared isomer or geometry (same formula, charge and spin) (eV) = 1.194
- E (eV) = -17752.397
- SMILES string = CCCS.CNC
- max |F| (eV/A) = 2.20